Density functional theory data (the ωB97M-V functional and the def2-TZVPD basis) for a 16-piece molecular cluster, C64H158N6O16 overall in a non-equilibrium geometry.

Results
Kohn-Sham gap in Eh: 0.3104
LUMO in eV: 0.29

```
244
Properties=species:S:1:pos:R:3:forces:R:3
C 19.079 11.687 15.135 0.353 -0.365 1.979
C 17.977 10.679 14.950 0.308 -0.061 -1.034
O 16.744 11.411 14.770 0.577 -0.322 -0.064
H 20.044 11.195 15.376 -0.405 0.189 -0.712
H 18.923 12.348 15.998 -0.325 -0.103 -0.198
H 19.083 12.293 14.263 0.552 0.632 -0.784
H 17.952 9.881 15.706 -0.402 0.560 0.126
H 18.256 10.181 13.997 -0.457 -0.134 0.308
H 16.017 10.767 14.856 0.108 0.008 0.230
C 17.227 20.628 12.583 0.272 -0.863 0.394
C 16.127 20.040 11.714 0.211 1.465 0.977
O 14.928 20.626 12.247 -0.662 0.370 -1.466
H 17.118 21.705 12.700 0.056 0.177 -0.577
H 18.235 20.333 12.242 -0.398 0.194 0.102
H 17.078 20.264 13.599 0.179 -0.245 0.121
H 15.995 18.989 11.842 0.426 -0.881 -0.308
H 16.319 20.313 10.682 -0.373 -0.108 -0.221
H 14.323 20.739 11.486 0.194 -0.183 0.613
C 11.349 20.028 13.610 -0.211 -0.258 1.890
C 12.591 19.384 14.199 -0.012 0.141 -0.136
O 13.498 20.421 14.562 1.142 -0.179 -0.593
H 11.028 20.838 14.302 0.117 -0.319 -0.779
H 10.557 19.301 13.528 -0.491 -0.325 0.001
H 11.581 20.341 12.633 0.131 0.972 -1.219
H 12.981 18.700 13.398 0.130 0.249 0.973
H 12.349 18.850 15.144 0.191 -0.006 -0.727
H 14.196 20.563 13.855 -1.216 -0.350 0.747
C 13.105 10.818 15.527 -0.150 2.311 0.792
C 13.667 9.507 15.229 0.938 -2.127 0.845
O 15.093 9.468 15.506 -0.478 -0.124 -0.550
H 13.579 11.610 14.865 -0.826 -0.751 0.735
H 13.385 11.055 16.578 -0.294 0.180 -0.796
H 11.997 10.843 15.509 0.615 0.030 -0.398
H 13.568 9.215 14.203 -0.074 -0.122 -0.659
H 13.214 8.706 15.846 -0.081 0.360 -0.339
H 15.260 9.253 16.428 0.047 0.129 0.152
C 21.431 17.068 17.031 -1.387 1.737 -0.384
C 20.193 16.175 16.933 0.569 1.407 -0.200
O 19.053 17.025 16.699 0.463 -0.519 0.212
H 21.642 17.577 16.077 -0.184 -0.207 0.211
H 22.284 16.524 17.281 1.468 -1.140 0.479
H 21.332 17.875 17.805 -0.216 -0.791 -0.533
H 20.138 15.634 17.855 -0.544 -0.348 0.741
H 20.310 15.450 16.136 -0.075 -0.091 -0.365
H 18.350 16.486 16.281 -0.252 0.094 0.163
C 18.623 16.207 8.546 -1.695 -0.407 0.343
C 18.053 16.203 9.967 -0.184 -0.166 -0.893
O 17.909 17.581 10.335 0.281 -0.461 0.478
H 18.833 15.197 8.225 0.250 -0.272 -0.169
H 19.466 16.847 8.459 0.844 0.390 0.009
H 17.821 16.595 7.901 0.341 -0.012 -0.053
H 18.677 15.594 10.651 -0.232 0.620 -0.083
H 17.045 15.749 9.941 0.399 -0.089 0.164
H 18.158 17.613 11.260 -0.080 0.346 0.251
C 13.181 17.274 10.279 -1.024 0.862 0.992
C 12.983 18.457 9.340 0.010 0.550 -0.033
O 13.958 19.518 9.397 0.517 -0.672 0.294
H 13.186 17.722 11.326 0.031 -1.032 -1.016
H 14.085 16.706 10.089 0.263 0.088 0.020
H 12.308 16.575 10.135 0.783 0.704 0.402
H 12.028 18.969 9.535 0.212 -0.413 -0.114
H 13.032 18.124 8.324 -0.570 -0.418 -0.765
H 14.743 19.156 8.950 -0.206 0.426 0.385
C 17.615 16.592 21.390 0.694 -0.637 -0.406
C 18.960 17.325 21.396 -1.828 0.633 -0.575
O 19.619 17.135 20.159 -0.070 0.250 0.487
H 17.759 15.532 21.232 0.379 -0.475 -0.023
H 17.027 16.879 20.534 -0.446 0.576 -0.175
H 17.060 16.650 22.304 -0.403 0.511 0.572
H 19.562 16.953 22.169 1.071 -0.563 1.026
H 18.736 18.395 21.641 0.460 -0.484 -0.418
H 19.049 17.610 19.540 0.127 0.187 -0.454
C 15.215 11.269 18.567 2.839 0.775 1.737
C 16.222 10.355 19.357 -2.054 0.805 -1.986
O 17.040 9.700 18.363 -1.072 1.341 0.158
H 14.540 10.713 17.990 -0.627 -0.718 -0.957
H 15.840 12.005 18.029 -0.689 -0.748 -0.292
H 14.665 11.851 19.288 -0.410 0.215 0.394
H 15.563 9.670 19.901 0.635 -0.330 0.229
H 16.800 10.982 20.007 0.443 0.069 0.471
H 17.299 8.914 18.785 0.922 -1.725 0.501
C 19.118 20.945 19.802 -0.351 -0.571 -0.752
C 17.932 20.363 18.954 1.260 1.224 0.941
O 18.105 19.031 18.639 0.049 -2.143 -0.522
H 20.079 20.777 19.255 -0.722 0.530 0.337
H 19.231 20.444 20.766 -0.201 -0.075 -0.106
H 18.881 22.000 20.001 0.469 -0.156 -0.178
H 17.818 20.982 18.082 -0.084 0.270 -0.600
H 17.013 20.448 19.521 -0.236 0.007 0.160
H 18.504 18.755 17.783 -0.228 0.668 0.466
C 10.167 16.345 14.940 -0.343 0.334 0.729
C 10.266 15.044 14.145 1.830 1.552 -0.801
C 9.966 13.854 14.978 1.305 -1.051 0.187
C 9.982 12.595 14.093 0.817 0.131 0.553
C 9.076 12.737 12.873 -0.770 0.590 2.286
C 9.264 13.997 12.052 0.712 -0.693 -0.804
N 9.319 15.128 12.976 0.083 0.301 0.463
O 9.628 16.271 12.165 0.773 -0.402 -0.124
C 10.568 13.777 11.172 0.291 -0.032 1.066
C 8.094 14.148 11.081 -0.392 0.250 -1.364
C 11.787 15.017 13.789 -0.845 -0.561 -1.916
H 10.716 16.258 15.895 0.142 -0.095 -0.479
H 9.144 16.557 15.285 0.040 0.151 -0.540
H 10.627 17.182 14.375 -0.546 -0.402 0.410
H 10.721 13.829 15.830 -0.803 -0.203 -1.072
H 9.030 14.005 15.418 -1.760 -0.022 0.803
H 9.676 11.715 14.653 -0.247 -0.086 0.188
H 11.023 12.380 13.848 0.073 0.052 -0.323
H 8.085 12.706 13.365 -0.058 0.242 -0.751
H 9.162 11.863 12.288 0.054 -0.924 -1.001
H 10.997 14.769 10.868 -0.313 -1.076 0.183
H 11.310 13.183 11.798 -0.729 0.900 -1.016
H 10.323 13.148 10.298 0.065 0.455 0.273
H 8.358 14.855 10.258 -0.223 -0.185 0.787
H 7.931 13.197 10.519 0.070 0.407 0.678
H 7.124 14.467 11.521 0.761 -0.219 0.008
H 12.408 15.105 14.652 0.227 0.310 0.784
H 11.980 15.819 13.070 0.213 0.074 0.237
H 12.088 14.096 13.277 -0.030 0.179 0.239
H 9.102 17.005 12.477 -0.474 -0.001 0.370
C 14.222 13.812 11.018 0.918 0.278 -1.165
C 14.915 12.499 10.674 -0.889 -0.266 -0.419
C 14.722 12.261 9.154 -0.057 -0.314 -0.454
C 15.678 11.225 8.564 -0.761 -0.961 -1.083
C 17.094 11.578 8.903 0.160 0.729 0.133
C 17.336 11.710 10.400 0.263 0.377 0.558
N 16.351 12.759 10.893 0.664 -1.478 -1.010
O 16.608 13.169 12.199 0.297 0.295 0.362
C 17.227 10.316 11.109 -1.272 0.711 -0.111
C 18.737 12.281 10.602 -0.211 0.246 -1.091
C 14.267 11.344 11.488 1.638 0.036 -0.643
H 13.203 13.894 10.637 0.091 -0.205 0.085
H 14.883 14.515 10.467 -0.693 0.246 0.578
H 14.276 14.003 12.073 -0.188 0.202 0.375
H 13.679 11.993 8.923 0.199 -0.051 0.390
H 14.885 13.177 8.577 0.130 0.260 0.373
H 15.581 11.145 7.445 -0.081 0.384 0.928
H 15.431 10.188 8.877 0.098 0.561 0.168
H 17.382 12.521 8.373 -0.161 -0.598 0.532
H 17.766 10.805 8.605 0.582 -0.618 -0.650
H 17.156 10.425 12.196 -0.384 0.117 -0.089
H 16.326 9.845 10.700 0.232 -0.115 0.575
H 18.000 9.578 10.992 0.904 0.180 -0.618
H 18.924 12.408 11.641 0.430 0.248 0.827
H 19.519 11.674 10.140 -0.222 -0.397 0.217
H 18.812 13.233 10.066 -0.130 0.153 0.380
H 14.575 10.382 11.064 -0.192 0.104 0.328
H 13.205 11.393 11.415 -0.891 0.234 0.147
H 14.616 11.419 12.519 -0.233 -0.154 0.153
H 16.683 12.421 12.808 -0.179 -0.566 0.176
C 21.241 24.414 13.612 -0.975 -0.677 0.613
C 21.876 23.064 14.094 0.701 1.257 -1.383
C 22.585 23.240 15.430 1.064 -0.871 -0.187
C 22.950 21.891 16.071 2.154 0.628 0.365
C 21.796 20.994 16.151 -1.536 -0.537 -0.008
C 21.001 20.840 14.848 0.493 -1.363 0.421
N 20.762 22.157 14.276 -0.460 -0.222 0.583
O 20.185 22.003 12.996 -1.034 -0.489 -0.401
C 21.838 19.888 13.960 -0.269 0.827 0.736
C 19.667 20.114 15.217 0.530 -0.589 0.254
C 22.874 22.716 12.939 0.385 1.074 0.645
H 20.755 24.255 12.624 0.905 0.397 0.440
H 21.977 25.221 13.674 -0.174 -0.121 -0.392
H 20.383 24.657 14.262 0.395 0.043 0.104
H 23.466 23.912 15.405 -0.459 -0.350 -0.429
H 21.890 23.686 16.082 -1.029 0.799 0.976
H 23.292 22.043 17.116 -0.003 0.207 -0.528
H 23.810 21.364 15.598 -0.471 0.597 -0.112
H 21.118 21.393 16.902 -0.263 -0.074 0.322
H 22.117 19.993 16.451 -0.203 0.045 0.176
H 21.753 18.902 14.406 -0.161 -0.309 -0.566
H 21.522 20.021 12.947 -0.351 -0.666 -0.703
H 22.877 20.163 13.997 0.519 0.135 0.024
H 19.154 19.632 14.354 0.465 0.334 0.616
H 19.878 19.334 16.006 -0.023 0.494 -1.150
H 18.985 20.781 15.727 -0.314 0.537 -0.119
H 23.802 22.264 13.237 0.362 -0.542 0.563
H 23.194 23.684 12.520 -0.183 -0.394 -0.150
H 22.462 22.110 12.167 -0.559 -0.292 -0.592
H 19.232 21.893 13.169 0.594 0.226 -0.065
C 16.913 14.586 17.837 1.324 0.947 0.106
C 15.980 15.194 16.738 0.535 -0.895 -0.200
C 15.299 16.462 17.302 0.873 -0.726 0.786
C 14.564 17.161 16.201 -0.584 0.023 -0.537
C 15.540 17.628 15.143 -0.082 -0.859 -0.090
C 16.245 16.420 14.497 -0.189 1.979 -0.556
N 16.810 15.628 15.558 0.377 -0.510 1.947
O 17.602 14.559 15.082 -1.298 -0.784 -0.597
C 15.328 15.781 13.471 0.908 -0.044 -0.643
C 17.420 17.046 13.787 1.011 -0.697 -1.743
C 14.991 14.064 16.312 0.528 0.552 -0.657
H 17.899 14.167 17.486 -1.053 0.604 -0.183
H 16.460 13.730 18.334 -0.311 0.467 0.277
H 17.184 15.404 18.567 -0.301 -1.032 -0.499
H 14.659 16.148 18.179 0.548 0.412 -0.901
H 16.144 17.102 17.682 -0.842 -0.360 -0.120
H 13.996 17.987 16.558 -0.476 0.528 0.361
H 13.841 16.466 15.765 -0.140 0.023 -0.076
H 16.313 18.203 15.610 0.521 0.627 0.538
H 15.131 18.265 14.348 -0.254 -0.291 0.237
H 15.863 14.915 13.091 -0.519 -0.493 0.166
H 14.349 15.593 13.882 -0.278 -0.301 -0.246
H 15.239 16.389 12.541 -0.096 0.098 0.821
H 18.094 17.526 14.517 -0.212 -0.087 -0.654
H 17.982 16.285 13.154 -0.400 0.671 0.977
H 17.000 17.736 13.036 0.355 0.181 0.524
H 15.574 13.105 16.286 -1.016 0.688 0.009
H 14.584 14.285 15.306 0.263 -0.371 0.417
H 14.120 14.079 16.971 0.195 -0.520 0.264
H 16.952 13.878 14.754 0.929 0.468 0.263
C 13.915 19.897 20.183 1.485 1.196 0.738
C 13.511 19.375 18.838 -0.337 1.164 0.577
C 12.021 19.645 18.739 0.216 -2.287 0.581
O 11.576 18.973 17.570 -0.582 0.666 -0.228
C 10.221 19.318 17.407 -0.040 1.206 -0.676
N 14.204 20.084 17.756 0.677 -0.895 0.651
H 13.421 19.331 20.918 -0.989 -0.831 1.149
H 13.634 20.970 20.384 0.610 -0.912 -0.480
H 14.983 19.681 20.433 -0.546 0.644 -0.496
H 13.655 18.295 18.934 0.052 -0.206 -0.750
H 11.784 20.700 18.797 -0.009 0.452 -0.527
H 11.477 19.151 19.596 0.592 0.508 -0.405
H 9.748 18.824 16.561 0.431 -0.078 -0.285
H 10.168 20.445 17.257 -0.355 -1.236 0.240
H 9.665 18.998 18.277 -0.363 0.197 0.513
H 15.101 19.606 17.552 -0.802 0.588 0.044
H 13.628 20.054 16.932 0.112 0.025 -0.598
C 15.068 12.600 23.967 -0.285 0.623 0.883
C 14.824 14.124 23.805 1.004 -0.700 -0.644
C 13.634 14.470 22.898 1.066 1.588 2.528
O 13.852 13.900 21.694 -0.348 -1.000 -2.093
C 12.963 14.354 20.663 1.519 1.696 1.257
N 14.621 14.771 25.106 0.378 0.306 -0.165
H 15.986 12.444 24.624 -1.238 -0.016 -0.821
H 15.196 12.113 22.990 0.101 0.242 0.337
H 14.149 12.202 24.439 0.617 -0.231 0.033
H 15.730 14.445 23.236 -0.411 0.392 0.447
H 13.675 15.602 22.899 -0.434 -0.719 -0.487
H 12.720 14.172 23.418 -0.351 -0.157 -0.246
H 13.355 15.384 20.380 -0.603 -1.221 -0.387
H 11.993 14.503 21.093 -0.835 -0.056 0.073
H 12.938 13.612 19.891 0.134 -0.088 -0.594
H 14.682 15.793 25.025 -0.135 -0.520 -0.112
H 15.371 14.522 25.747 -0.135 -0.120 -0.099
```
Positions in Å, forces in eV/Å.